Molecular formula: C16H36F3IN3O7PSi2
Method: DFT, the ωB97M-V functional and the def2-TZVPD basis

```
69
Properties=species:S:1:pos:R:3:forces:R:3
C -2.075 -2.951 -1.293 -0.23 0.99 0.40
C -3.245 -2.808 -0.292 0.56 -0.54 0.00
C -2.871 -1.960 0.960 -0.68 -0.11 -0.56
I -3.704 -3.004 2.657 0.28 0.23 -0.03
Si -3.608 -0.222 0.706 -0.36 -0.13 -0.11
C -5.493 -0.337 0.816 0.14 -0.60 0.76
C -6.167 0.167 2.086 -1.39 1.78 -0.84
O -6.765 1.211 2.035 0.52 -0.79 0.34
O -6.159 -0.573 3.273 1.35 -0.22 -0.62
C -5.648 0.115 4.376 -0.05 0.71 1.25
C -4.548 -0.584 5.142 -0.32 -0.47 -0.20
O -6.061 1.168 4.757 -0.13 -0.25 -0.67
C -2.882 1.055 1.900 -0.62 -0.47 -0.01
C -3.285 2.496 1.559 0.69 -0.32 -0.41
O -4.262 2.569 0.534 -0.27 -0.07 0.33
C -3.740 3.346 2.759 0.24 0.98 -1.11
F -5.041 3.570 2.737 -0.25 -0.40 0.54
F -3.158 4.571 2.643 0.12 0.09 0.09
F -3.342 2.866 3.933 -0.22 -0.34 0.29
O -3.277 0.159 -0.911 0.85 -0.09 0.89
Si -1.731 0.644 -1.271 -0.21 0.31 -0.81
O -1.129 -0.131 -2.596 -0.13 0.17 0.50
H -2.272 -2.364 -2.183 0.01 -0.25 -0.30
H -1.837 -3.982 -1.527 -0.07 -0.11 -0.11
H -1.193 -2.483 -0.851 0.25 -0.22 -0.04
H -3.517 -3.810 0.025 -0.10 -0.04 0.10
H -4.129 -2.407 -0.784 -0.06 0.09 -0.07
H -1.796 -1.968 1.105 0.06 -0.02 0.17
H -5.802 -1.359 0.588 0.09 -0.14 0.19
H -5.880 0.295 0.023 -0.04 0.17 -0.02
H -4.552 -0.213 6.158 -0.10 0.12 0.10
H -4.685 -1.659 5.129 0.01 -0.09 0.04
H -3.567 -0.381 4.719 0.00 0.04 -0.21
H -3.244 0.757 2.887 -0.05 0.02 0.06
H -1.803 0.934 1.943 0.14 0.09 0.03
H -2.398 2.992 1.165 0.18 0.14 0.33
H -3.793 2.711 -0.290 -0.08 0.04 -0.21
H -1.781 2.091 -1.570 -0.16 0.04 0.04
H -0.826 0.464 -0.123 0.03 -0.23 0.11
H -0.234 -0.445 -2.435 0.19 -0.11 -0.21
O 2.685 -0.107 -1.631 -0.45 3.03 -0.90
P 4.126 0.311 -1.823 2.96 -5.08 1.08
N 4.607 -0.759 -3.088 0.53 -0.26 -0.08
C 4.556 -2.204 -2.916 -0.13 -0.14 0.34
C 3.991 -0.380 -4.358 -0.08 0.52 0.04
N 4.694 -0.080 -0.214 0.04 0.34 0.70
C 5.254 -1.372 0.125 0.18 -0.17 -0.32
C 3.785 0.354 0.846 -0.30 -0.07 -0.21
N 5.512 1.289 -2.100 -2.46 2.24 -0.46
C 6.782 0.861 -2.644 -0.03 -0.46 -0.62
C 5.506 2.630 -1.529 0.06 -0.10 0.26
H 4.880 -2.695 -3.835 -0.10 0.17 -0.12
H 3.555 -2.573 -2.663 -0.01 -0.05 -0.01
H 5.259 -2.538 -2.156 -0.11 0.08 0.09
H 4.262 0.649 -4.616 -0.05 0.00 0.05
H 2.896 -0.444 -4.319 0.00 -0.05 -0.08
H 4.346 -1.017 -5.168 0.10 -0.09 0.11
H 4.535 -2.193 -0.009 0.06 -0.06 0.07
H 5.574 -1.375 1.169 -0.10 0.14 0.03
H 6.153 -1.583 -0.457 -0.08 -0.03 -0.12
H 2.944 -0.339 0.985 -0.03 0.06 0.03
H 3.371 1.338 0.622 -0.04 -0.04 0.00
H 4.327 0.439 1.790 0.12 -0.07 -0.06
H 7.072 -0.129 -2.293 -0.09 -0.01 0.01
H 7.566 1.556 -2.337 -0.22 0.15 0.16
H 6.773 0.844 -3.737 0.07 -0.07 0.00
H 6.036 2.652 -0.568 0.01 0.03 -0.03
H 4.485 2.973 -1.356 -0.01 -0.02 0.02
H 5.970 3.353 -2.203 -0.01 -0.03 -0.02
```
Positions in Å, forces in eV/Å.

Summary:
Max |F| (eV/Å): 6.0
E_LUMO (eV): -0.168
HOMO level (eV): -8.35
Total charge: 0
Orbital gap (Ha): 0.30083
2S+1: 1

=====

Molecular formula: C11H9AuF3O10P2S
Method: DFT, the ωB97M-V functional and the def2-TZVPD basis

```
37
Properties=species:S:1:pos:R:3:forces:R:3
Au 0.804 -1.113 0.451 -2.12 1.03 -0.99
O 2.204 0.067 3.984 0.41 -0.03 -0.40
P 1.155 0.860 3.075 -0.42 0.60 -0.08
O 0.407 1.863 3.839 0.14 0.06 0.04
O 0.263 -0.131 2.310 0.24 -0.31 -0.13
O 2.100 1.600 1.933 -0.01 -0.58 0.27
P 3.351 0.821 1.271 0.16 -0.30 0.20
O 3.652 1.794 0.024 0.28 0.06 0.00
O 4.506 0.744 2.193 -0.03 0.18 0.13
O 2.851 -0.512 0.744 0.35 0.51 -0.29
H 3.126 0.088 3.646 -0.28 0.04 0.11
H 4.567 2.100 0.108 -0.24 -0.01 -0.04
F 1.725 -1.978 -2.613 0.01 -0.13 -0.04
C 1.437 -3.284 -2.525 -0.15 0.04 0.10
F 2.559 -3.977 -2.716 -0.07 0.01 0.07
F 0.581 -3.594 -3.507 0.09 0.08 0.09
S 0.675 -3.658 -0.876 0.57 -0.70 -0.51
O 1.726 -3.357 0.081 0.09 -0.10 0.25
O 0.244 -5.016 -0.974 -0.18 0.08 -0.03
O -0.397 -2.643 -0.806 0.13 0.58 0.25
C -4.538 0.581 -0.272 0.02 0.17 -0.07
C -3.873 -0.565 0.204 0.15 -0.04 0.01
C -2.509 -0.630 0.186 0.00 -0.07 0.05
C -1.735 0.445 -0.311 -0.24 -0.25 0.16
C -0.330 0.462 -0.377 0.76 -0.42 0.84
C 0.394 1.518 -0.815 0.48 -0.36 -0.02
C -0.286 2.670 -1.261 -0.33 0.08 -0.10
C -1.649 2.717 -1.238 0.14 0.01 -0.02
C -2.405 1.614 -0.776 0.24 -0.14 -0.01
C -3.818 1.640 -0.747 -0.17 -0.01 0.02
H -5.620 0.622 -0.258 0.00 0.00 0.00
H -4.448 -1.398 0.585 0.03 -0.01 0.01
H -1.995 -1.511 0.539 -0.05 -0.04 0.06
H 1.475 1.502 -0.833 -0.01 0.01 0.09
H 0.292 3.521 -1.594 0.03 -0.02 -0.02
H -2.173 3.608 -1.563 -0.01 0.00 0.01
H -4.319 2.530 -1.111 -0.01 0.00 0.01
```
Positions in Å, forces in eV/Å.

Summary:
Max |F| (eV/Å): 2.6
E_LUMO (eV): 0.303
HOMO level (eV): -6.50
Total charge: -1
Orbital gap (Ha): 0.25015
Energy above the lowest of the compared OMol25 structures with the same formula, charge and spin (kcal/mol): 18.40
2S+1: 1

=====

Molecular formula: C19H23NO2
Method: DFT, the ωB97M-V functional and the def2-TZVPD basis

```
45
Properties=species:S:1:pos:R:3:forces:R:3
C 1.140 2.800 0.594 0.00 -0.03 -0.05
C 2.378 1.997 0.319 0.17 0.12 -0.01
C 3.590 2.630 0.090 -0.13 0.07 0.04
C 4.725 1.883 -0.176 0.01 -0.09 -0.02
C 4.660 0.507 -0.222 -0.06 -0.18 0.00
C 3.446 -0.146 0.000 0.18 0.15 -0.05
O 3.503 -1.507 -0.053 0.24 0.24 0.00
C 2.316 -2.266 0.012 -0.37 -0.13 -0.21
C 1.527 -2.219 -1.300 0.16 -0.01 0.22
C 0.296 -3.123 -1.246 0.09 -0.02 0.11
C -0.635 -2.768 -0.093 0.28 -0.09 -0.58
O -0.868 -3.523 0.827 -0.08 -0.25 0.38
N -1.178 -1.536 -0.182 -0.17 0.42 -0.07
C -2.118 -1.032 0.808 0.08 -0.04 0.39
C -1.375 -0.497 2.038 -0.15 -0.24 -0.11
C -2.992 0.034 0.199 -0.06 -0.12 -0.05
C -4.375 -0.059 0.269 0.08 -0.02 0.02
C -5.175 0.933 -0.272 -0.08 0.04 0.00
C -4.601 2.029 -0.891 -0.07 0.05 -0.02
C -3.222 2.131 -0.966 0.05 0.07 -0.06
C -2.424 1.141 -0.423 -0.03 -0.04 0.02
C 2.311 0.609 0.270 -0.04 -0.29 0.02
H 0.506 2.307 1.328 -0.08 0.01 0.04
H 0.563 2.929 -0.323 -0.09 0.04 -0.02
H 1.397 3.789 0.967 -0.03 0.07 0.03
H 3.647 3.708 0.123 -0.01 0.11 0.02
H 5.669 2.380 -0.348 0.09 0.03 -0.01
H 5.534 -0.092 -0.423 0.11 -0.08 -0.03
H 1.689 -1.954 0.855 0.07 -0.03 0.00
H 2.651 -3.290 0.202 -0.10 0.10 0.03
H 1.240 -1.186 -1.512 0.04 0.00 -0.05
H 2.184 -2.545 -2.109 -0.02 0.06 0.00
H 0.605 -4.160 -1.106 -0.11 0.02 0.01
H -0.257 -3.049 -2.185 0.00 -0.06 0.00
H -0.980 -0.951 -0.977 0.01 -0.14 -0.04
H -2.728 -1.886 1.125 0.03 0.18 -0.09
H -0.731 0.337 1.769 0.06 0.11 -0.05
H -2.091 -0.157 2.782 -0.05 0.06 0.11
H -0.772 -1.292 2.468 0.08 -0.05 0.06
H -4.827 -0.913 0.751 -0.04 -0.10 0.04
H -6.250 0.848 -0.210 -0.09 -0.01 0.00
H -5.225 2.803 -1.314 -0.05 0.06 -0.03
H -2.768 2.985 -1.446 0.04 0.07 -0.04
H -1.349 1.238 -0.479 0.16 0.03 0.02
H 1.363 0.130 0.462 -0.13 -0.10 0.02
```
Positions in Å, forces in eV/Å.

Summary:
Max |F| (eV/Å): 0.6
E_LUMO (eV): 0.717
HOMO level (eV): -8.45
Total charge: 0
Structure (SMILES): Cc1cccc(OCCCC(=O)N[C@@H](C)c2ccccc2)c1
Orbital gap (Ha): 0.33679
Energy above the lowest of the compared OMol25 structures with the same formula, charge and spin (kcal/mol): 13.53
2S+1: 1

=====

Molecular formula: C34H35N3O2S2Tc
Method: DFT, the ωB97M-V functional and the def2-TZVPD basis

```
77
Properties=species:S:1:pos:R:3:forces:R:3
Tc 0.168 1.095 -0.066 -1.01 -0.77 1.17
C 0.256 4.559 -4.335 0.18 0.02 -0.18
C -1.067 3.898 -4.055 -1.63 0.65 0.17
N -1.001 2.414 -4.022 -0.23 -0.39 0.96
C -1.053 1.732 -5.331 -1.53 -0.24 0.43
C 0.091 0.787 -5.670 0.41 0.07 -1.10
C -1.036 1.748 -2.867 0.66 2.44 -0.25
S -0.667 2.677 -1.415 -0.31 -0.26 -0.23
N -1.335 0.458 -2.857 -0.53 -1.09 -2.35
C -1.021 -0.575 -2.174 1.44 -0.20 4.55
O -0.478 -0.581 -0.958 -1.06 -0.13 -3.49
C -1.234 -1.910 -2.722 0.44 -0.54 -0.14
C -2.190 -2.064 -3.742 -0.62 -1.28 -1.48
C -2.222 -3.239 -4.508 -0.84 1.17 0.12
C -1.285 -4.234 -4.332 0.07 0.44 0.28
C -0.369 -4.090 -3.261 0.18 0.72 1.05
C -0.406 -3.018 -2.401 0.04 0.42 0.13
H 0.040 5.564 -4.727 0.40 -0.41 -0.12
H 0.790 3.913 -5.055 0.05 0.74 0.09
H 0.866 4.685 -3.431 -0.15 -0.23 -0.24
H -1.862 4.203 -4.812 1.13 -0.78 0.53
H -1.531 4.280 -3.124 0.45 -0.46 -0.32
H -1.169 2.582 -6.020 0.21 -0.72 -0.17
H -2.035 1.169 -5.302 1.00 0.46 -0.37
H 1.092 1.253 -5.713 -0.61 0.19 -0.22
H -0.151 0.342 -6.671 0.39 0.43 0.81
H 0.237 -0.038 -4.990 -0.44 -0.25 0.39
H -2.900 -1.268 -3.913 -0.05 0.01 -0.08
H -3.017 -3.358 -5.223 -0.04 0.00 -0.28
H -1.238 -5.123 -4.937 -0.17 -0.08 -0.19
H 0.371 -4.829 -3.082 0.45 -0.75 0.08
H 0.212 -2.966 -1.507 0.16 0.05 -0.38
C 2.000 0.690 -0.560 2.80 0.36 -0.98
C 2.522 -0.615 -0.047 -0.36 -1.29 0.76
C 3.847 -1.049 -0.256 -0.73 0.09 -0.23
C 4.275 -2.207 0.358 1.26 -1.04 0.48
C 3.402 -3.035 1.115 0.37 0.76 -0.73
C 2.092 -2.602 1.341 0.02 0.16 0.12
C 1.694 -1.386 0.800 0.84 0.71 -0.34
C 3.924 -4.325 1.482 -0.03 -1.12 0.21
N 4.323 -5.402 1.634 -0.38 1.19 0.00
H 2.046 0.776 -1.670 0.10 -0.20 0.39
H 2.746 1.400 -0.162 -0.45 0.48 -0.27
H 4.502 -0.512 -0.945 -0.06 0.00 0.43
H 5.365 -2.531 0.315 -1.61 0.44 -0.27
H 1.367 -3.129 1.959 0.42 -0.20 -0.06
H 0.754 -0.943 1.121 -0.08 -0.49 0.03
O 0.433 1.552 1.880 -2.75 1.31 0.13
S -0.961 2.402 2.173 1.61 -0.43 1.67
C -0.707 2.599 4.028 0.23 0.29 -0.01
C 0.535 1.940 4.587 -0.58 -0.08 0.02
C 1.488 2.774 5.121 0.90 0.94 0.08
C 2.629 2.276 5.757 -0.38 1.01 0.73
C 2.799 0.934 5.967 -0.09 -0.51 -0.49
C 1.844 0.086 5.415 -0.70 -0.81 -0.44
C 0.712 0.568 4.738 0.39 -0.31 0.03
C -2.561 1.381 2.152 1.01 -1.13 -0.21
C -2.466 -0.042 2.668 -0.21 -0.01 -0.15
C -3.108 -0.324 3.913 1.13 -0.03 -1.06
C -3.175 -1.668 4.267 0.08 -0.19 0.18
C -2.583 -2.683 3.474 -0.51 0.96 0.93
C -1.913 -2.379 2.296 -0.21 0.15 0.39
C -1.890 -1.063 1.861 -0.61 0.76 0.86
H -1.630 2.317 4.519 -0.19 -0.38 -0.02
H -0.600 3.675 4.186 -0.10 -0.04 -0.28
H 1.371 3.864 5.055 0.04 -0.48 0.00
H 3.302 2.970 6.248 0.08 0.07 -0.31
H 3.669 0.559 6.507 -0.34 0.02 -0.17
H 1.958 -0.998 5.493 -0.01 0.33 0.10
H -0.022 -0.114 4.302 0.26 0.02 0.24
H -2.872 1.394 1.094 0.00 0.23 0.42
H -3.273 1.897 2.802 0.30 0.59 -0.36
H -3.453 0.508 4.576 0.07 -0.98 -0.74
H -3.685 -1.930 5.202 0.29 -0.07 -0.44
H -2.677 -3.675 3.875 0.17 -0.38 -0.25
H -1.415 -3.134 1.706 -0.12 -0.20 0.02
H -1.463 -0.880 0.874 -0.26 0.26 0.42
```
Positions in Å, forces in eV/Å.

Summary:
Max |F| (eV/Å): 4.8
E_LUMO (spin up / spin down) (eV): -6.975 / -10.544
Expectation value of S²: 3.795
HOMO level (spin up / spin down) (eV): -13.42 / -13.19
Total charge: +2
Orbital gap (spin up / spin down) (Ha): 0.23670 / 0.09737
2S+1: 4